Molecular formula: C5H5NO2
Method: DFT, ωB97M-V with the def2-TZVPD basis set

Geometry as XYZ:
```
13
Properties=species:S:1:pos:R:3:forces:R:3:lowdin_charge:R:1
C 0.246 2.053 0.266 -0.6 -0.9 -1.8 0.09
C -0.356 0.845 -0.026 1.8 3.5 1.6 -0.25
C -1.677 0.535 -0.470 2.1 -3.6 2.1 -0.06
C 0.309 -0.469 0.490 -3.8 0.9 -1.6 -0.17
C 1.435 -0.765 -0.371 1.5 -1.1 -1.4 -0.22
H -0.042 3.186 -0.037 0.6 -3.2 0.8 0.13
H 1.232 1.693 0.569 0.3 1.8 0.5 0.05
H -2.390 1.236 -0.702 -1.7 1.0 -0.9 0.10
H 0.674 -0.452 1.475 0.0 0.1 1.5 0.15
H 1.410 -1.476 -1.203 -0.7 -0.3 -0.2 0.14
N -1.899 -0.704 -0.130 -3.5 1.8 -1.9 0.03
O -0.894 -1.353 0.368 3.2 -0.7 0.9 -0.06
O 2.477 -0.203 -0.185 0.7 0.5 0.4 0.08
```
Forces are in eV/Å.

Kohn-Sham gap = 9.0576 eV
energy above the lowest of the compared OMol25 structures with the same formula, charge and spin = 4.6200 eV
E_HOMO = -0.3314 Eh